The following is a DFT calculation (ωB97M-V/def2-TZVPD) of 2 unconnected molecules or ions with the total composition C4H11NS.

Bonds (Å) are listed after each position.
CARTESIAN COORDINATES (ANGSTROEM)
1 S 1.00679 1.75235 -0.50681  C3 1.830, H17 1.339
2 N -2.64088 -0.07404 -1.13762  C6 1.385, H8 1.010, H9 1.010
3 C 1.58255 0.01814 -0.41253  S1 1.830, C5 1.524, H10 1.086, H12 1.083
4 C -1.97373 -0.79287 1.08846  C6 1.335, H13 1.083, H14 1.078
5 C 3.00583 -0.12233 0.11281  C3 1.524, H7 1.085, H11 1.086, H16 1.089
6 C -2.62753 0.00856 0.24512  N2 1.385, C4 1.335, H15 1.086
7 H 3.70511 0.41941 -0.51515  C5 1.085
8 H -2.63869 0.82392 -1.59915  N2 1.010
9 H -1.92066 -0.67904 -1.50634  N2 1.010
10 H 0.89349 -0.56924 0.18761  C3 1.086
11 H 3.08372 0.21476 1.14177  C5 1.086
12 H 1.53210 -0.30622 -1.44456  C3 1.083
13 H -2.13549 -0.64569 2.14919  C4 1.083
14 H -1.11801 -1.38664 0.81231  C4 1.078
15 H -3.34221 0.70736 0.66853  C6 1.086
16 H 3.25649 -1.18085 0.06834  C5 1.089
17 H 0.33113 1.81241 0.64804  S1 1.339

The SMILES is C=CN.CCS. The spin multiplicity is 1. For the energy relative to the best compared isomer or geometry (same formula, charge and spin), the calculation gives 19.8 kcal per mole. The value obtained for the strongest force on any atom is 0.99 eV/Å. For the HOMO energy, the calculation gives -0.3118 Ha. As for the HOMO-LUMO gap: 9.36 eV.